# 1
The following is a DFT calculation (the ωB97M-V functional and the def2-TZVPD basis) of a cluster of 9 separate species, C32H49BClIO24 in total at a distorted geometry.

```
108
Properties=species:S:1:pos:R:3
I -0.10 -3.66 -1.49
Cl -3.52 -2.21 -1.12
O 1.91 7.98 3.53
O 2.85 5.90 3.67
O 2.33 -7.93 7.74
O 0.28 -1.80 -6.62
O 7.38 2.98 3.22
O 3.20 -2.11 8.27
O 2.75 -1.16 6.27
O -9.56 -1.47 -7.98
O 5.15 2.72 3.68
O -8.64 -3.52 -8.12
O 4.15 -0.10 7.74
O 4.76 2.25 0.37
O -4.88 -1.63 -7.20
O 6.66 1.40 4.71
O 1.79 -3.11 -5.59
O 3.73 -6.12 7.77
O -2.75 -1.49 -8.02
O 2.93 3.43 0.94
O 2.77 1.17 0.63
O -10.21 -2.88 -9.66
O 2.43 6.86 1.64
O 1.55 -5.91 7.14
O -4.42 -0.43 -9.09
O 2.51 -1.53 -7.08
C -3.47 0.54 0.12
C -0.37 -0.56 -2.23
C -0.10 -1.53 -0.93
C -0.50 2.29 2.23
C -3.21 0.01 -9.68
C 3.43 -1.04 7.45
C -0.44 -2.81 -5.94
C 1.67 8.00 1.26
C 5.10 3.63 0.27
C 2.43 6.83 3.00
C -1.39 2.23 0.82
C 3.43 2.19 0.65
C 1.61 -2.10 -6.48
C 4.43 1.71 4.36
C 6.48 2.42 3.82
C 2.15 -2.86 7.68
C 0.55 -3.34 -4.95
C -1.61 3.78 0.26
C -1.11 -1.20 0.36
C -8.82 -1.67 -6.79
C -7.91 -2.80 -7.14
C -2.83 1.54 1.25
C -4.09 -1.22 -8.03
C 0.55 -6.86 6.81
C 5.42 1.18 5.35
C 0.93 -8.05 7.63
C -9.53 -2.64 -8.67
C 4.03 4.30 1.07
C 2.63 -6.61 7.57
C 2.23 -2.48 6.24
C -2.23 -1.04 -9.25
C 1.75 8.89 2.45
B -2.63 -0.85 -0.15
H 5.27 0.12 5.55
H 3.54 2.12 4.84
H 5.40 1.73 6.29
H 0.49 -8.03 8.63
H -0.75 -3.57 -6.67
H 4.30 4.38 2.13
H 0.59 -0.63 -2.91
H 0.85 9.49 2.59
H -4.53 0.20 0.55
H 0.64 2.38 1.97
H 1.25 -2.49 5.75
H -6.97 -2.45 -7.59
H -9.51 -1.93 -5.98
H -1.18 -2.24 0.94
H -0.45 -6.48 7.06
H 6.10 3.81 0.67
H -0.77 1.58 0.04
H 0.40 -4.40 -4.75
H -2.19 -1.88 -9.95
H -0.87 3.20 2.91
H 3.79 5.29 0.69
H -0.64 -0.44 1.12
H -2.68 3.96 -0.20
H 2.09 8.46 0.36
H -2.78 1.08 2.34
H -1.37 4.59 1.10
H -3.73 1.10 -0.89
H 0.53 -2.78 -4.01
H 0.66 -8.99 7.14
H -7.68 -3.43 -6.28
H 0.64 7.68 1.05
H 1.00 -1.29 -0.55
H -3.59 2.46 1.35
H 0.59 -7.06 5.73
H -1.22 -0.63 -9.12
H -0.48 0.55 -1.86
H -2.96 1.00 -9.28
H 2.91 -3.12 5.67
H 1.20 -2.56 8.14
H 2.63 9.55 2.42
H -1.29 -0.90 -2.88
H -0.65 1.26 2.81
H -0.82 3.94 -0.62
H 4.12 0.95 3.63
H 2.30 -3.93 7.84
H -1.33 -2.39 -5.46
H -3.31 0.07 -10.76
H 5.08 3.92 -0.79
H -8.27 -0.76 -6.51
```

Properties
- orbital gap (Ha) = 0.3429
- LUMO (eV) = -0.05
- structure (SMILES) = CC(C)CCB(Cl)C[C@H](C)I.O=C1OCCO1.O=C1OCCO1.O=C1OCCO1.O=C1OCCO1.O=C1OCCO1.O=C1OCCO1.O=C1OCCO1.O=C1OCCO1
- largest force on an atom (eV/Å) = 2.84
- total charge = 0
- E_tot (a.u.) = -3837.2143

Results of the Löwdin charge analysis, in e, for atoms 1 through 99: 0.8259 0.5007 0.0700 0.1424 0.0721 0.0496 0.1245 0.0776 0.0543 0.0609 0.0412 0.0614 0.1261 0.0652 0.1223 0.0730 0.0651 0.1437 0.0533 0.0561 0.1045 0.1272 0.0348 0.0285 0.0687 0.1294 -0.1868 -0.1706 -0.7133 -0.1098 -0.1354 -0.5046 -0.1426 -0.1335 -0.1264 -0.5018 -0.3583 -0.5226 -0.5153 -0.1244 -0.5076 -0.1355 -0.1992 -0.1127 -0.2202 -0.1387 -0.1409 -0.2149 -0.4995 -0.1335 -0.1431 -0.1366 -0.5173 -0.1476 -0.5100 -0.1324 -0.1354 -0.1384 -0.6534 0.1224 0.1448 0.1357 0.1381 0.1368 0.1152 0.0883 0.1387 0.1169 0.0643 0.1379 0.1074 0.1336 0.0990 0.1393 0.1368 0.1100 0.1246 0.1397 0.0932 0.1219 0.0974 0.0757 0.1395 0.1205 0.0803 0.1312 0.0128 0.1399 0.1402 0.1369 0.0982 0.1161 0.1392 0.1407 0.0833 0.1384 0.1414 0.1397 0.1375

# 2
The following is a DFT calculation (the ωB97M-V functional and the def2-TZVPD basis) of an isolated molecule of C5H12N2O at a distorted geometry.

```
20
Properties=species:S:1:pos:R:3
O 0.43 1.09 -2.27
N 1.49 -0.69 0.49
N -0.78 0.98 -0.41
C 1.30 -1.90 1.30
C 0.21 0.50 -1.21
C -1.48 2.18 -0.88
C -1.18 0.41 0.88
C 0.86 -0.85 -0.86
H -0.40 0.61 1.61
H -1.39 -0.66 0.74
H -1.86 2.06 -1.90
H 1.68 -0.91 -1.58
H -2.29 2.40 -0.19
H 1.90 -2.81 1.07
H 0.14 -1.66 -0.93
H -2.20 0.73 1.11
H 2.49 -0.57 0.40
H -0.72 2.96 -0.95
H 0.24 -2.14 1.23
H 1.55 -1.74 2.35
```

Properties
- orbital gap (Ha) = 0.3606
- energy relative to the best compared isomer or geometry (same formula, charge and spin) (kcal per mole) = 41.9
- LUMO (eV) = 0.90
- structure (SMILES) = CNCC(=O)N(C)C
- largest force on an atom (eV/Å) = 2.81
- total charge = 0
- E_tot (a.u.) = -382.4358

Charge distribution, natural (NBO) scheme, values in e: -0.6426 -0.6277 -0.4312 -0.4219 0.6653 -0.4053 -0.4116 -0.3209 0.2236 0.1890 0.2140 0.2216 0.1944 0.1742 0.2131 0.2068 0.3642 0.2109 0.1868 0.1973

# 3
The following is a DFT calculation (the ωB97M-V functional and the def2-TZVPD basis) of a structure of composition C28H38N9OZr at a distorted geometry.

```
77
Properties=species:S:1:pos:R:3
Zr -0.68 0.26 0.14
O -3.58 0.37 -1.26
N 0.56 2.06 2.76
N 1.12 0.49 1.14
N 1.89 0.28 3.38
N -2.50 1.26 0.59
N -1.68 -1.19 1.44
N -1.22 -1.42 -2.56
N -0.60 1.96 -1.33
N 0.90 -0.90 -3.35
N 0.44 -1.05 -1.02
C -1.97 -3.39 2.31
C -1.92 -2.51 -1.85
C -0.19 3.71 -2.88
C -3.79 -1.83 2.33
C -2.43 2.91 -2.55
C 1.81 -1.11 -0.56
C -1.95 -0.90 -3.72
C -1.92 2.05 -1.60
C -2.80 1.16 -0.74
C -1.54 3.76 -3.19
C 0.78 -1.60 -4.64
C -2.96 -0.89 1.76
C -3.42 0.51 1.47
C 0.25 2.79 -1.96
C 2.17 -0.28 0.50
C 4.07 -1.91 -0.72
C 2.07 -1.18 3.37
C -3.30 -3.08 2.62
C 0.00 2.29 4.11
C 2.59 0.97 4.48
C 4.46 -0.99 0.25
C 0.41 3.19 1.83
C 3.51 -0.18 0.86
C 0.09 -1.14 -2.34
C -1.20 -2.43 1.72
C 2.06 0.01 -3.28
C 1.21 0.93 2.45
C 2.75 -1.96 -1.12
H -2.04 -1.64 -4.51
H -0.15 1.34 4.62
H 2.99 -0.54 -3.32
H 1.78 -1.57 4.35
H -1.46 -0.01 -4.11
H -1.91 4.47 -3.92
H 3.82 0.52 1.62
H -4.41 0.48 1.04
H 3.57 0.52 4.57
H -3.94 -3.83 3.08
H 0.13 -2.47 -4.54
H 4.80 -2.58 -1.16
H -1.29 -2.92 -1.08
H 2.07 0.87 5.43
H 0.64 2.93 4.71
H -4.82 -1.57 2.56
H -1.56 -4.37 2.52
H 2.71 2.02 4.24
H -3.50 2.93 -2.74
H 1.44 -1.64 2.62
H 1.77 -1.95 -4.92
H 2.01 0.68 -4.14
H -2.85 -2.13 -1.43
H -0.18 -2.64 1.42
H 1.14 3.11 1.04
H 2.04 0.59 -2.37
H 0.52 4.37 -3.36
H -2.95 -0.64 -3.38
H 0.60 4.11 2.38
H 1.30 2.70 -1.70
H -3.50 1.05 2.42
H -0.96 2.79 3.99
H 3.10 -1.45 3.18
H 2.44 -2.66 -1.90
H -2.16 -3.30 -2.56
H 0.40 -0.95 -5.43
H 5.50 -0.91 0.54
H -0.59 3.25 1.43
```

Properties
- orbital gap (Ha) = 0.2754
- LUMO (eV) = -9.22
- largest force on an atom (eV/Å) = 1.98
- total charge = +3
- E_tot (a.u.) = -1704.0800

Charge distribution, natural (NBO) scheme, values in e: 2.5065 -0.5299 -0.3830 -0.8471 -0.3754 -0.7858 -0.6936 -0.4057 -0.6286 -0.3809 -0.8463 -0.2236 -0.4146 -0.2103 -0.2268 -0.1977 0.0840 -0.4252 0.1525 0.5254 -0.0766 -0.4155 0.2778 -0.2836 0.0705 0.0746 -0.1785 -0.4109 -0.0617 -0.4190 -0.4184 -0.1918 -0.4127 -0.1736 0.7003 0.0647 -0.4086 0.6935 -0.2137 0.2296 0.2258 0.2381 0.2392 0.2173 0.2680 0.2248 0.2661 0.2415 0.2657 0.2277 0.2552 0.2221 0.2311 0.2337 0.2654 0.2660 0.2278 0.2743 0.2082 0.2414 0.2347 0.2304 0.2239 0.2242 0.2074 0.2680 0.2525 0.2490 0.2269 0.2549 0.2339 0.2352 0.2356 0.2394 0.2291 0.2541 0.2214

# 4
The following is a DFT calculation (the ωB97M-V functional and the def2-TZVPD basis) of a structure of composition C7H7AlCl16FI2.

```
34
Properties=species:S:1:pos:R:3
I -2.72 0.50 -4.15
I -0.30 5.24 -2.08
Cl 6.67 -0.97 -0.31
Cl -2.65 2.37 2.30
Cl 2.04 -3.32 -2.53
Cl 4.13 -1.98 0.60
Cl 5.84 -3.63 -1.03
Cl 6.58 -3.04 1.69
Cl 0.75 -3.56 0.04
Cl 3.12 -3.63 3.65
Cl -1.80 0.36 4.18
Cl -0.09 1.07 1.96
Cl 0.80 -1.02 -1.31
Cl -0.83 -3.15 -2.34
Cl 1.03 -3.19 5.59
Cl 0.46 -4.67 3.19
Cl -2.51 -0.39 1.48
Cl 0.96 -1.82 3.06
Al -3.87 1.87 -2.25
F -3.99 0.88 -0.87
C 0.69 -2.76 -1.54
C -1.48 3.56 -1.25
C -1.77 0.84 2.48
C -0.66 2.31 -1.52
C 5.80 -2.40 0.23
C 1.39 -3.32 3.86
C -2.91 3.57 -1.78
H -1.46 3.79 -0.19
H -1.21 1.43 -1.16
H -5.34 2.23 -2.77
H -3.54 4.01 -0.99
H 0.30 2.37 -1.00
H -0.46 2.19 -2.58
H -3.01 4.24 -2.64
```

Properties
- orbital gap (Ha) = 0.2564
- LUMO (eV) = 1.62
- largest force on an atom (eV/Å) = 0.48
- total charge = -1
- E_tot (a.u.) = -8571.8656

Charge distribution, natural (NBO) scheme, values in e: -0.5766 -0.0811 0.0533 0.0660 0.0348 0.0807 0.0530 0.0383 0.0366 0.0491 0.0304 0.0354 0.0725 0.0784 0.0443 0.0496 0.1075 0.0799 1.4671 -0.7828 -0.2264 -0.1951 -0.2262 -0.6628 -0.2266 -0.2268 -1.0348 0.1978 0.2254 -0.4440 0.2188 0.1997 0.2306 0.2341

# 5
The following is a DFT calculation (the ωB97M-V functional and the def2-TZVPD basis) of an isolated molecule of C7H10 at a distorted geometry.

```
17
Properties=species:S:1:pos:R:3
C 0.38 1.69 0.01
C -2.20 1.67 0.38
C 1.05 0.50 -0.40
C 1.69 -0.48 0.54
C -0.17 -1.93 -0.64
C 0.28 -0.91 0.35
C -0.90 1.66 0.34
H 1.95 -0.12 1.53
H -2.74 1.01 1.05
H 2.45 -1.11 0.09
H 1.39 0.48 -1.44
H -0.37 -0.83 1.21
H -1.20 -1.71 -0.96
H 0.91 2.64 -0.05
H -0.18 -2.92 -0.19
H -2.79 2.31 -0.27
H 0.45 -1.95 -1.54
```

Properties
- orbital gap (Ha) = 0.3499
- energy relative to the best compared isomer or geometry (same formula, charge and spin) (kcal per mole) = 89.9
- LUMO (eV) = 1.16
- structure (SMILES) = C=C=C[C@H]1C[C@@H]1C
- largest force on an atom (eV/Å) = 3.22
- total charge = 0
- E_tot (a.u.) = -272.5747

Charge distribution, natural (NBO) scheme, values in e: -0.3177 -0.5325 -0.2299 -0.4220 -0.6187 -0.1767 0.1489 0.2184 0.2167 0.2147 0.2173 0.2167 0.2147 0.2174 0.2018 0.2239 0.2071

# 6
The following is a DFT calculation (the ωB97M-V functional and the def2-TZVPD basis) of a structure of composition C31H47BrCoN2P2 at a distorted geometry.

```
84
Properties=species:S:1:pos:R:3
Br -1.44 2.39 -5.27
Co -1.15 2.09 -0.60
P -2.37 0.44 -1.33
P -0.41 1.41 1.35
N 5.75 -0.86 2.72
N 0.44 -2.15 1.23
C 1.25 1.67 2.20
C -1.17 3.08 1.74
C -0.27 -4.48 1.22
C 0.65 0.74 -4.11
C 2.17 1.47 -2.32
C 1.75 -3.79 2.42
C 1.17 -6.14 2.27
C 3.36 -0.08 -0.75
C 1.69 0.46 -3.21
C 0.63 -3.45 1.61
C -1.10 0.33 2.69
C -2.60 0.10 2.73
C 0.02 -5.81 1.54
C -2.80 1.95 -2.30
C 2.02 -5.12 2.72
C 4.39 -1.67 0.92
C 3.12 1.18 -1.24
C -3.84 -0.11 -0.42
C 0.07 2.00 -4.11
C 1.84 0.67 3.20
C 5.63 0.38 2.25
C -2.49 -0.94 -3.79
C 4.21 -0.35 0.41
C -1.79 -0.91 -2.42
C 1.64 2.78 -2.47
C -4.27 2.29 -2.64
C 0.62 3.06 -3.39
C -0.66 4.12 0.75
C 5.19 -1.87 2.05
C 4.89 0.68 1.09
C -4.95 -0.74 -1.25
H 2.04 3.61 -1.88
H 2.16 -0.52 -3.25
H -3.59 -1.01 -3.68
H 5.39 -2.87 2.44
H 3.91 -2.53 0.47
H -3.43 -0.82 0.31
H -4.64 -1.69 -1.71
H 2.95 -0.94 -1.28
H -5.79 -0.96 -0.58
H 6.14 1.18 2.79
H -2.28 3.05 1.78
H -3.17 0.92 2.28
H 1.23 -1.49 1.29
H -0.70 -0.78 -2.51
H -4.35 3.22 -3.21
H 2.15 -0.27 2.73
H -1.99 -1.82 -1.84
H -2.28 1.88 -3.28
H -2.93 0.02 3.78
H 2.92 -5.35 3.30
H -4.22 0.77 0.14
H 2.39 -2.99 2.79
H -2.15 -1.82 -4.34
H 0.23 4.06 -3.57
H -0.65 -6.60 1.21
H 0.28 0.02 -4.84
H 4.84 1.71 0.76
H -2.27 2.79 -1.73
H -0.78 0.84 3.62
H -2.88 -0.84 2.24
H -2.24 -0.05 -4.39
H 1.17 0.42 4.03
H -4.90 2.38 -1.75
H 1.98 1.87 1.40
H 1.10 2.62 2.74
H -4.74 1.54 -3.29
H -0.56 -0.63 2.63
H -1.16 -4.22 0.66
H -5.32 -0.06 -2.03
H -0.80 3.25 2.75
H -0.31 -1.86 0.60
H -1.34 4.98 0.70
H 2.74 1.10 3.65
H 0.31 4.50 1.07
H 1.40 -7.18 2.50
H 3.48 2.05 -0.70
H -0.53 3.70 -0.29
```

Properties
- orbital gap (alpha / beta) (Ha) = 0.2886 / 0.0872
- spin multiplicity = 4
- energy relative to the best compared isomer or geometry (same formula, charge and spin) (kcal per mole) = 76.4
- LUMO (alpha / beta) (eV) = -5.48 / -9.51
- largest force on an atom (eV/Å) = 3.20
- total charge = +2
- E_tot (a.u.) = -5957.7560

Charge distribution, Löwdin scheme, values in e: 0.8556 0.2321 0.9162 0.9355 0.0708 0.1433 -0.3464 -0.3690 -0.0144 -0.1145 -0.2040 -0.0173 -0.0445 -0.0301 -0.0119 -0.2915 -0.3798 -0.1279 -0.0511 -0.4068 -0.0506 -0.0339 -0.0412 -0.3855 -0.6119 -0.1199 -0.1269 -0.1244 -0.2242 -0.3590 -0.0354 -0.1006 -0.1201 -0.1207 -0.1327 -0.0214 -0.1188 0.1219 0.1207 0.0754 0.1174 0.1063 0.0571 0.0802 0.1100 0.0916 0.1199 0.0937 0.0544 0.0811 0.0567 0.0896 0.0476 0.0867 -0.0618 0.0945 0.1199 0.0903 0.1017 0.0934 0.1129 0.1174 0.1189 0.1025 0.0591 0.0918 0.0608 0.0159 0.0728 0.0795 0.0580 0.0831 0.0810 0.0608 0.1091 0.0609 0.0968 0.1037 0.1054 0.0923 0.1021 0.1227 0.1005 0.0270